{"formula": "C31H33NO3ReS9SbTe", "method": "the ωB97M-V functional and the def2-TZVPD basis", "multiplicity": 2, "total_charge": 1, "gap_ev": [5.54, 5.37], "homo_energy_ev": [-10.304, -10.315], "e_lumo_ev": [-4.77, -4.95], "symbols": ["Re", "S", "Sb", "S", "S", "S", "C", "C", "C", "C", "C", "C", "Te", "N", "C", "O", "C", "C", "C", "C", "C", "C", "C", "C", "C", "C", "C", "C", "C", "C", "C", "C", "C", "C", "H", "H", "H", "H", "H", "H", "H", "H", "H", "H", "H", "H", "H", "H", "H", "H", "H", "H", "H", "H", "H", "H", "H", "H", "H", "H", "H", "C", "S", "C", "C", "S", "S", "C", "S", "S", "H", "H", "H", "C", "O", "C", "O", "H", "H", "H"], "positions_angstrom": [[3.016, -0.216, 0.131], [4.223, 4.478, -1.286], [3.423, 3.130, 0.253], [1.784, 1.490, -0.687], [4.856, 0.951, 0.262], [2.688, 3.586, 2.285], [-4.278, -3.589, -3.399], [-3.509, -2.891, -2.317], [-2.187, -3.206, -2.051], [-1.451, -2.562, -1.061], [-0.045, -3.018, -0.809], [-2.085, -1.555, -0.341], [-1.230, -0.397, 1.202], [0.788, -0.554, 1.165], [1.376, -0.194, 2.290], [2.612, 0.109, 2.142], [0.818, -0.146, 3.658], [1.127, 0.941, 4.470], [0.629, 0.987, 5.762], [-0.147, -0.058, 6.248], [-0.420, -1.161, 5.449], [0.062, -1.208, 4.151], [-1.415, 1.537, 0.417], [-1.559, 2.559, 1.362], [-1.603, 2.385, 2.859], [-1.663, 3.867, 0.890], [-1.633, 4.167, -0.460], [-1.708, 5.583, -0.949], [-1.498, 3.117, -1.368], [-1.380, 1.800, -0.963], [-1.187, 0.752, -2.021], [-3.437, -1.231, -0.541], [-4.174, -0.172, 0.238], [-4.119, -1.912, -1.537], [-3.654, -4.306, -3.930], [-4.663, -2.871, -4.123], [-5.132, -4.123, -2.982], [-1.698, -3.980, -2.632], [0.442, -3.291, -1.744], [-0.045, -3.904, -0.170], [0.564, -2.262, -0.320], [1.748, 1.734, 4.077], [0.855, 1.834, 6.394], [-0.525, -0.021, 7.260], [-0.997, -1.987, 5.842], [-0.125, -2.078, 3.532], [-1.405, 1.375, 3.218], [-2.581, 2.682, 3.241], [-0.857, 3.032, 3.321], [-1.757, 4.670, 1.612], [-1.956, 6.271, -0.144], [-2.457, 5.683, -1.735], [-0.749, 5.887, -1.372], [-1.457, 3.337, -2.429], [-0.772, 1.216, -2.916], [-2.127, 0.275, -2.306], [-0.499, -0.036, -1.713], [-3.988, -0.224, 1.317], [-5.246, -0.300, 0.108], [-3.914, 0.834, -0.096], [-5.160, -1.666, -1.710], [5.558, 0.079, -3.379], [4.347, 1.424, -3.357], [2.875, 0.573, -3.770], [2.370, -0.536, -3.194], [3.044, -1.396, -1.829], [0.921, -1.203, -3.906], [0.645, 0.062, -5.066], [-0.690, 0.156, -5.992], [1.934, 1.231, -5.084], [6.527, 0.566, -3.475], [5.397, -0.561, -4.243], [5.536, -0.503, -2.460], [3.150, -4.255, 1.817], [2.428, -3.111, 1.262], [3.162, -2.121, 0.882], [4.371, -1.997, 0.924], [2.402, -4.832, 2.347], [3.930, -3.904, 2.487], [3.575, -4.825, 0.994]]}